Entry from OMol25: an isolated ion of composition C6H8ClIN and charge +1 in a non-equilibrium geometry (wB97M-V/def2-TZVPD).

ORCA input file:
```
! RIJCOSX wB97M-V def2-TZVPD def2/J DEFGRID3
* xyz 1 1
I 4.734 -0.890 0.029
Cl 3.152 2.045 1.146
N 0.125 -0.078 0.535
C 0.303 1.620 -1.220
C 2.637 1.227 -0.271
C 3.123 0.049 -0.785
C -0.335 0.487 -0.531
C 1.568 2.047 -0.967
C -0.705 -1.085 1.169
H -1.107 -0.719 2.039
H 0.026 -1.881 1.473
H -1.443 -1.457 0.489
H 0.925 0.289 1.096
H 2.108 2.957 -1.233
H 2.871 -0.259 -1.777
H -0.321 2.226 -1.805
H -1.090 0.127 -1.183
*
```

## Properties
SMILES: C/[NH+]=C/C=C\C(Cl)=C\I
Relative energy (zero: lowest compared OMol25 entry of this formula, charge and spin) in eV: 0.7635
E_tot in eV: -28455.901
Orbital gap in eV: 7.007


Entry from OMol25: C6H8ClN2S as an isolated structure in a non-equilibrium geometry (wB97M-V/def2-TZVPD).

ORCA input file:
```
! RIJCOSX wB97M-V def2-TZVPD def2/J DEFGRID3
* xyz 1 3
Cl -2.030 -0.557 -2.590
S 0.383 2.808 -1.185
N -0.475 3.166 -2.459
N -0.012 -1.124 -0.506
C -1.276 2.223 -2.856
C 1.233 0.279 1.145
C 0.101 0.199 0.098
C -0.111 1.209 -0.855
C -1.262 0.995 -2.234
C -0.235 0.255 1.558
H -1.792 2.520 -3.664
H -0.869 -1.289 -1.061
H -0.640 1.147 1.952
H 0.633 -1.339 -1.304
H -0.749 -0.694 1.959
H 1.732 -0.580 1.256
H 1.630 1.207 1.274
H -0.195 -1.787 0.212
*
```

## Properties
E_tot in eV: -32676.152
Orbital gap (spin up / spin down) in eV: 6.737 / 7.074
Expectation value of S²: 2.037


Entry from OMol25: one molecule with the formula C6H8ClN3O4S in a non-equilibrium geometry (wB97M-V/def2-TZVPD).

ORCA input file:
```
! RIJCOSX wB97M-V def2-TZVPD def2/J DEFGRID3
* xyz 0 1
Cl 1.751 -1.274 2.010
S -1.742 -1.409 -1.124
O -0.505 -0.209 -0.829
O 2.188 -0.530 -1.660
O 1.483 -2.227 -0.546
O -3.037 -0.799 -0.926
N 2.374 1.839 -0.373
N 1.859 -1.069 -0.622
N 0.125 1.976 -0.738
C -1.429 -2.358 0.411
C -0.618 1.024 -0.352
C 2.261 0.995 0.661
C 1.384 2.167 -1.115
C 1.925 -0.317 0.576
C -1.766 1.349 0.547
H -0.415 -2.740 0.370
H -2.141 -3.177 0.435
H 1.562 2.821 -1.957
H -2.708 1.162 0.030
H -1.705 2.388 0.850
H 2.465 1.410 1.643
H -1.740 0.707 1.426
H -1.570 -1.728 1.283
*
```

## Properties
Relative energy (zero: lowest compared OMol25 entry of this formula, charge and spin) in eV: 0.0000
E_tot in eV: -42364.125
Orbital gap in eV: 8.515


Entry from OMol25: one molecule with the formula C6H8ClNO in a non-equilibrium geometry (wB97M-V/def2-TZVPD).

ORCA input file:
```
! RIJCOSX wB97M-V def2-TZVPD def2/J DEFGRID3
* xyz 0 1
Cl 2.711 -0.455 -2.050
O -0.299 -2.255 -2.183
N 0.984 0.082 -1.578
C 0.975 -0.704 0.830
C -0.254 -1.964 -0.988
C -1.469 2.224 1.260
C 0.365 -0.707 -0.590
C -0.544 1.478 0.601
C -0.342 0.040 0.625
H 0.243 1.821 -0.068
H -1.295 -0.490 0.895
H -1.443 3.255 1.185
H 0.862 -1.693 1.366
H 0.340 -0.027 -2.408
H -0.517 -2.492 -0.038
H -2.229 2.018 1.975
H 1.912 -0.132 1.166
*
```

## Properties
SMILES: C=C[C@@H]1C[C@]1(C=O)NCl
Relative energy (zero: lowest compared OMol25 entry of this formula, charge and spin) in eV: 3.1234
E_tot in eV: -22407.852
Orbital gap in eV: 9.454


Entry from OMol25: C6H8CuNaO6 as an isolated structure in a non-equilibrium geometry (wB97M-V/def2-TZVPD).

ORCA input file:
```
! RIJCOSX wB97M-V def2-TZVPD def2/J DEFGRID3
* xyz 0 1
Cu -0.739 -0.301 -0.797
Na -0.225 2.767 0.233
O -0.605 -2.414 0.160
O 3.370 0.170 0.383
O 1.403 -0.329 -0.436
O -2.379 -1.255 -0.238
O 1.737 1.674 0.523
O -1.581 1.290 -0.427
C -1.651 -2.047 0.714
C 2.156 0.615 0.119
C -3.290 -0.273 0.243
C 2.106 -1.670 -0.294
C -2.938 1.043 -0.458
C 3.542 -1.179 -0.092
H 2.010 -2.244 -1.220
H -4.327 -0.577 0.022
H -3.306 0.974 -1.507
H 4.106 -1.137 -1.030
H -3.174 -0.180 1.335
H -3.549 1.841 0.020
H 1.731 -2.195 0.590
H 4.080 -1.741 0.676
*
```

## Properties
Relative energy (zero: lowest compared OMol25 entry of this formula, charge and spin) in eV: 0.1381
E_tot in eV: -67690.969
Orbital gap in eV: 5.888


Entry from OMol25: C6H8F12MgN2O10S4 as an isolated structure in a non-equilibrium geometry (wB97M-V/def2-TZVPD).

ORCA input file:
```
! RIJCOSX wB97M-V def2-TZVPD def2/J DEFGRID3
* xyz 0 1
S 0.258 2.834 0.859
S -0.126 -1.769 -2.664
S 2.403 1.199 0.226
S -0.522 -3.087 -0.420
Mg -0.578 -0.130 0.237
F -0.017 5.050 -0.430
F 1.217 3.632 -1.496
F 2.115 -3.212 -0.297
F -0.948 3.342 -1.383
F 1.019 -4.674 0.877
F 3.002 -0.744 1.877
F 2.463 1.100 2.893
F 4.384 0.922 1.907
F 1.089 -2.617 1.539
F 1.286 0.480 -2.884
F -0.856 0.727 -2.910
F 0.143 -0.141 -4.623
O -1.118 2.701 1.264
O -2.277 0.721 -0.486
O 1.014 -2.559 -2.950
O -1.496 -2.997 0.621
O -1.321 -2.140 -3.333
O -1.311 -0.513 2.049
O 2.530 0.079 -0.652
O 1.120 3.527 1.730
O 3.092 2.391 -0.064
O -0.725 -4.140 -1.326
N -0.358 -1.537 -1.038
N 0.725 1.333 0.442
C 1.066 -3.413 0.458
C 3.110 0.576 1.849
C -0.526 -0.140 3.224
C 0.161 -0.061 -3.308
C 0.149 3.774 -0.740
C -3.405 -0.149 -0.798
H -2.592 1.630 -0.450
H -2.202 -0.666 2.374
H -3.674 -0.002 -1.844
H -0.891 0.796 3.634
H -3.097 -1.188 -0.714
H -0.592 -0.949 3.951
H -4.226 0.095 -0.131
H 0.510 -0.083 2.930
*
```

## Properties
Relative energy (zero: lowest compared OMol25 entry of this formula, charge and spin) in eV: 0.0000
E_tot in eV: -111202.635
Orbital gap in eV: 10.610


Entry from OMol25: C6H8FIO9S2 as an isolated structure (wB97M-V/def2-TZVPD).

ORCA input file:
```
! RIJCOSX wB97M-V def2-TZVPD def2/J DEFGRID3
* xyz 0 1
I 2.494 1.320 3.314
S 4.725 -0.533 0.868
S 0.698 0.004 0.206
F -1.895 1.857 -2.797
O -3.497 -0.598 0.489
O 4.052 -0.927 2.282
O 5.635 0.533 1.039
O 5.081 -1.747 0.227
O 0.942 0.250 -1.183
O 3.383 0.045 0.216
O -2.496 0.238 -1.348
O 0.201 1.022 1.083
O -4.499 0.997 -0.748
C -2.917 1.057 -2.424
C -3.503 0.145 -0.435
C 2.300 -0.635 0.841
C -4.065 1.843 -1.816
C 2.674 -0.573 2.328
C -0.345 -1.430 0.377
H 2.319 -1.685 0.531
H -3.186 0.421 -3.269
H 2.162 -1.310 2.938
H 0.232 -2.321 0.616
H -3.688 2.783 -1.409
H -0.835 -1.551 -0.585
H -1.077 -1.226 1.153
H -4.895 2.022 -2.492
*
```

## Properties
Relative energy (zero: lowest compared OMol25 entry of this formula, charge and spin) in eV: 0.0000
E_tot in eV: -57265.739
Orbital gap in eV: 10.015


Entry from OMol25: an isolated ion of composition C6H8N and charge +1 in a non-equilibrium geometry (wB97M-V/def2-TZVPD).

ORCA input file:
```
! RIJCOSX wB97M-V def2-TZVPD def2/J DEFGRID3
* xyz 1 1
N -0.478 -1.217 1.130
C 0.489 0.414 -0.182
C 0.704 -0.261 1.040
C -0.863 0.045 -0.496
C -1.040 -1.385 -0.224
C 1.028 1.616 -0.753
C -0.699 0.288 1.073
H 1.356 -0.135 1.833
H 1.501 2.227 -0.107
H -2.018 -1.815 -0.055
H -0.317 -1.963 1.799
H -0.412 -1.883 -0.979
H -1.294 0.613 -1.345
H 1.761 1.237 -1.545
H 0.283 2.220 -1.189
*
```

## Properties
SMILES: C[C@@]12[C@H]3C[N@H+]4[C@@H]1[C@@]342
Relative energy (zero: lowest compared OMol25 entry of this formula, charge and spin) in eV: 6.7402
E_tot in eV: -7828.948
Orbital gap in eV: 9.823


Entry from OMol25: an isolated ion of composition C6H8N and charge +1 in a non-equilibrium geometry (wB97M-V/def2-TZVPD).

ORCA input file:
```
! RIJCOSX wB97M-V def2-TZVPD def2/J DEFGRID3
* xyz 1 1
N -1.266 1.241 -0.110
C 2.071 -0.332 0.070
C -1.242 -1.379 0.313
C 0.866 -0.511 -0.353
C -0.425 -1.225 -0.928
C 3.217 -0.105 0.534
C -0.588 -0.049 -0.001
H -0.622 2.081 -0.092
H -2.264 -1.485 0.090
H -1.982 1.340 0.745
H 3.873 0.476 -0.078
H -1.920 1.206 -0.881
H -0.914 -1.420 -1.823
H -0.864 -1.930 1.188
H 3.708 -0.553 1.467
*
```

## Properties
SMILES: C=C=C1[C@H]2C[C@]12[NH3+]
Relative energy (zero: lowest compared OMol25 entry of this formula, charge and spin) in eV: 6.3051
E_tot in eV: -7829.383
Orbital gap in eV: 9.225


Entry from OMol25: C6H8N as an isolated structure in a non-equilibrium geometry (wB97M-V/def2-TZVPD).

ORCA input file:
```
! RIJCOSX wB97M-V def2-TZVPD def2/J DEFGRID3
* xyz 1 1
N -2.078 0.300 0.296
C 0.065 0.497 -0.552
C 1.528 0.496 -0.227
C -1.662 -0.825 -0.117
C -0.212 -0.877 -0.464
C -1.013 1.268 0.051
C 0.967 -0.721 0.622
H 1.587 -1.709 0.549
H -0.706 1.911 0.891
H 0.517 -0.395 1.596
H 0.095 -1.626 -1.123
H -1.338 1.937 -0.687
H 2.189 1.275 0.257
H -2.176 -1.666 -0.011
H 2.238 0.136 -1.082
*
```

## Properties
Relative energy (zero: lowest compared OMol25 entry of this formula, charge and spin) in eV: 4.8000
E_tot in eV: -7830.888
Orbital gap in eV: 9.175